(1)
{"formula": "C10H17N3", "method": "ωB97M-V/def2-TZVPD", "species": ["C", "C", "C", "C", "C", "C", "C", "C", "C", "C", "N", "N", "N", "H", "H", "H", "H", "H", "H", "H", "H", "H", "H", "H", "H", "H", "H", "H", "H", "H"], "positions_angstrom": [[3.0338, 0.8424, 0.0786], [2.3438, 1.9278, -0.4382], [2.0831, -0.0606, 0.5213], [1.9958, -1.4859, 0.9105], [1.4117, -2.1596, -0.3564], [0.0145, -1.5919, -0.7470], [-2.6682, -0.5245, 0.5012], [-1.4507, 1.6711, 1.1346], [-1.8179, 0.7858, -1.3101], [-1.5401, 0.4105, 0.1791], [1.0029, 1.7178, -0.2911], [0.8656, 0.4951, 0.1661], [-0.2447, -0.2157, 0.4651], [4.0629, 0.8720, 0.1127], [2.8085, 2.8401, -0.8560], [3.0278, -1.7605, 1.0862], [1.2349, -1.4122, 1.8086], [2.2239, -2.0798, -1.0331], [1.4176, -3.1398, -0.0232], [0.2838, -1.1294, -1.7095], [-0.9485, -2.0959, -0.6460], [-2.7287, -1.2447, -0.3021], [-2.5385, -0.8855, 1.4387], [-3.6498, -0.1062, 0.2708], [-1.6664, 1.2109, 2.0333], [-2.3121, 2.3166, 0.9680], [-0.5402, 2.0819, 0.9633], [-1.2007, 1.6278, -1.8346], [-1.6925, -0.0574, -1.8382], [-2.8114, 1.1498, -1.2526]], "forces_ev_per_a": [[-1.24, 0.04, 0.01], [-1.53, -0.06, 0.55], [-0.76, 0.57, -0.90], [-1.23, 2.47, 1.00], [-1.19, 0.39, 2.32], [1.69, 2.36, 1.72], [-0.41, 0.96, -2.93], [-3.92, -2.16, -2.08], [1.94, 4.33, 1.64], [0.81, 2.90, -0.95], [0.53, 1.57, -2.12], [3.26, 0.70, 1.58], [-0.83, -3.89, -3.16], [2.01, -0.67, 0.29], [-0.89, -0.58, 0.41], [-0.13, -0.83, 0.58], [1.74, -1.15, -1.49], [0.09, 0.32, -1.44], [-0.64, -2.46, 0.01], [-1.34, 0.24, 0.24], [0.82, -0.48, -0.24], [0.51, -1.10, 0.23], [-0.16, -1.56, 2.81], [0.07, 0.77, 0.96], [0.35, -0.42, 2.56], [0.22, 0.37, -0.34], [2.18, 1.72, 0.22], [-0.76, -1.52, 1.42], [-0.07, -2.94, -2.30], [-1.14, 0.15, -0.60]], "total_charge": 0, "relative_energy_kj_mol": 364.8}

(2)
{"formula": "C5H25Br2N4O8", "method": "ωB97M-V/def2-TZVPD", "species": ["C", "C", "Br", "C", "Br", "N", "N", "C", "N", "C", "N", "H", "H", "H", "H", "H", "H", "H", "H", "H", "O", "H", "H", "O", "H", "H", "O", "H", "H", "O", "H", "H", "O", "H", "H", "O", "H", "H", "O", "H", "H", "O", "H", "H"], "positions_angstrom": [[2.1956, 2.1348, -0.7286], [1.9201, 0.7856, -0.0123], [3.4882, -0.3405, -0.2135], [0.5469, 0.1058, -0.4231], [0.8365, -1.3298, -1.7352], [-0.3472, 1.1122, -0.9506], [-0.6010, 1.4810, -2.2287], [-1.4782, 2.4853, -2.1138], [-1.8181, 2.7595, -0.8685], [-1.0734, 1.8684, -0.1453], [-1.1016, 1.7989, 1.1791], [1.7966, 2.1952, -1.7465], [3.2770, 2.2358, -0.8268], [1.7869, 2.9684, -0.1459], [1.8515, 0.9864, 1.0529], [0.1618, -0.3666, 0.4824], [-0.1500, 1.0508, -3.0251], [-1.8958, 3.0491, -2.9390], [-1.8608, 2.2713, 1.6486], [-0.4206, 1.2973, 1.7316], [1.2934, -1.2809, -5.1741], [0.5799, -0.6634, -5.3649], [1.0905, -1.6285, -4.2953], [-0.0625, -3.6738, -4.0812], [-0.1999, -3.8168, -5.0250], [-0.5258, -4.4078, -3.6530], [-0.0988, 3.6728, 3.7974], [0.8544, 3.7249, 3.9351], [-0.2020, 2.9887, 3.1340], [-0.5929, -4.9007, -1.1612], [-0.5470, -3.9554, -0.9826], [0.3148, -5.2085, -1.0617], [0.0747, 1.0226, 4.9275], [-0.2317, 1.8851, 5.2344], [-0.0312, 0.4434, 5.6951], [-1.5679, -0.7341, 7.0964], [-2.5220, -0.7347, 7.2241], [-1.2681, -1.5301, 7.5480], [-2.6739, -2.5685, -4.7602], [-1.7156, -2.5987, -4.6247], [-2.8536, -3.2578, -5.4074], [1.2845, -0.2734, 2.6446], [0.9146, 0.1036, 3.4619], [1.5716, -1.1570, 2.9010]], "forces_ev_per_a": [[0.03, -0.42, -0.08], [-0.18, 0.88, -0.64], [-0.22, -0.07, 0.33], [2.47, -0.58, -0.63], [-0.79, 0.40, 0.32], [0.25, -1.37, 1.28], [-0.31, 0.65, 0.10], [-0.71, 0.58, -0.12], [0.80, -0.87, -0.06], [-1.17, 1.36, -0.52], [0.07, -0.05, 0.48], [0.08, -0.14, 0.14], [-0.20, 0.32, 0.16], [0.11, -0.10, -0.14], [0.11, -0.28, -0.06], [-0.47, 0.13, -0.34], [0.03, -0.06, 0.12], [0.24, -0.34, -0.16], [0.11, 0.05, -0.06], [-0.16, -0.29, -0.12], [-0.08, 0.19, 0.19], [0.00, -0.08, -0.15], [0.01, -0.14, -0.35], [-0.17, -0.03, -0.05], [0.39, -0.08, -0.03], [0.07, 0.08, 0.23], [0.05, 0.03, 0.13], [-0.02, 0.10, 0.04], [0.07, 0.00, -0.07], [0.10, 0.10, -0.16], [-0.04, -0.02, 0.01], [-0.04, -0.06, 0.02], [0.03, -0.18, 0.16], [0.07, 0.10, -0.21], [-0.22, -0.09, -0.06], [0.11, -0.08, -0.04], [0.01, 0.09, -0.04], [0.03, 0.04, 0.02], [0.15, 0.17, -0.07], [-0.23, -0.11, 0.17], [-0.10, 0.06, 0.00], [-0.35, -0.04, 0.23], [0.01, 0.12, 0.16], [0.06, 0.03, -0.12]], "total_charge": 1, "e_tot_ha": -6174.242562}

(3)
{"formula": "C9H12N2O2", "method": "ωB97M-V/def2-TZVPD", "species": ["C", "C", "C", "C", "C", "C", "C", "C", "C", "N", "N", "O", "O", "H", "H", "H", "H", "H", "H", "H", "H", "H", "H", "H", "H"], "positions_angstrom": [[-3.3013, 0.4092, -0.1536], [-3.1547, -1.0105, -0.0942], [-2.2516, 1.2590, 0.0707], [-1.9104, -1.5784, -0.1726], [-0.9000, 0.6206, -0.0421], [-0.7340, -0.8061, -0.1084], [1.3644, 0.1027, 0.1025], [2.2564, 0.4806, 1.3046], [2.0839, 0.0786, -1.1734], [0.3017, 1.1105, 0.0137], [0.5488, -1.0477, 0.1344], [0.4821, 2.4544, 0.0600], [1.2926, -2.5512, -0.3895], [-4.4046, 0.8070, -0.0905], [-3.9775, -1.6983, -0.1721], [-2.2824, 2.3808, -0.0236], [-1.9881, -2.6955, -0.0698], [2.8744, 1.3972, 1.0768], [3.0416, -0.2786, 1.4239], [1.6153, 0.7783, 2.2072], [2.4486, 1.1261, -1.5125], [1.4975, -0.3440, -2.0419], [2.9138, -0.5487, -0.8940], [1.4799, 2.6886, 0.2748], [0.7038, -3.1346, 0.2696]], "forces_ev_per_a": [[-2.31, 2.29, 1.84], [1.90, -0.10, -1.42], [1.19, 0.24, -2.09], [-0.84, -2.71, 0.67], [-1.51, 1.59, 0.72], [0.03, -0.94, 0.93], [0.07, 1.94, 0.41], [-0.22, 1.10, 0.72], [1.40, 1.34, -2.96], [-0.93, 1.98, 0.22], [0.11, -5.25, -1.03], [2.16, -0.43, 0.52], [-3.94, 2.78, 3.46], [2.40, -0.55, -0.45], [-0.50, 0.16, 0.37], [-0.23, -1.39, 0.51], [1.01, 1.17, -0.44], [-0.73, -0.77, -0.19], [-0.63, -0.06, 0.50], [1.14, -1.06, -0.99], [-0.41, -1.75, 0.82], [0.63, 0.31, 1.11], [0.73, -0.26, -0.88], [-2.42, -0.85, -0.55], [1.90, 1.25, -1.79]], "total_charge": 2, "relative_energy_kj_mol": 354.2}

(4)
{"formula": "C6H14O2", "method": "ωB97M-V/def2-TZVPD", "species": ["C", "C", "C", "C", "C", "C", "H", "H", "H", "H", "H", "H", "H", "H", "H", "H", "O", "H", "H", "O", "H", "H"], "positions_angstrom": [[1.0856, -0.1899, 3.0154], [0.3473, 0.5517, 1.9287], [-0.2381, -0.0278, 0.8857], [-0.7999, 0.6871, -0.3037], [-0.4258, 1.9318, -0.5737], [-0.9042, 2.7773, -1.7177], [2.1638, -0.2426, 2.8766], [0.6268, -1.1645, 3.1684], [0.9413, 0.4273, 3.9010], [0.3084, 1.6270, 2.0615], [-0.2711, -1.1069, 0.8643], [-1.5750, 0.0818, -0.7548], [0.2510, 2.4323, 0.1066], [-0.5680, 2.4858, -2.7159], [-1.9793, 2.9262, -1.7006], [-0.4376, 3.7687, -1.7148], [1.2058, -1.3348, -1.2114], [2.0514, -1.7991, -1.2864], [1.3742, -0.5348, -1.7334], [-0.6177, -3.2449, -1.3521], [-1.1680, -2.5009, -1.0576], [0.1022, -2.9791, -0.7589]], "forces_ev_per_a": [[-0.89, 0.81, 0.16], [0.30, -0.35, 0.01], [0.00, 0.64, -0.13], [0.23, -0.57, 1.96], [-0.39, 0.15, -0.86], [0.45, 0.88, -0.36], [0.01, -0.20, -0.30], [0.33, -0.16, 0.09], [0.07, -0.35, 0.45], [0.11, 0.09, -0.25], [0.04, -0.16, -0.09], [0.01, 0.46, -0.90], [0.31, -0.25, -0.06], [-0.35, -0.82, 0.08], [-0.15, -0.09, -0.21], [-0.23, 0.07, 0.62], [1.15, 0.44, -0.41], [-0.19, -0.07, 0.07], [-0.36, -0.10, 0.28], [-0.30, 0.58, 1.16], [-0.60, -0.34, -0.73], [0.45, -0.65, -0.56]], "total_charge": 0, "smiles": "C/C=C/C=C/C.O.O", "relative_energy_kj_mol": 232.0}